The following is a DFT calculation (ωB97M-V/def2-TZVPD) of 2 unconnected molecules or ions with the total composition C16H17NO.

Properties
- Frontier orbital gap: 8.12 eV
- SMILES: Cc1c[nH]c2ccccc12.Cc1ccc(O)cc1
- HOMO: -7.49 eV
- Strongest force on any atom: 0.141 Eh/bohr
- Energy above the lowest of the compared OMol25 structures with the same formula, charge and spin: 72.1 kcal/mol
- Molecular weight: 239.32 g/mol

Element x y z (Å)
C1 -2.683594 -3.002792 -1.889764
C2 0.109005 -1.550922 0.043460
C3 -0.256961 -2.337862 -1.127435
C4 -1.670693 -2.139026 -1.232373
C5 -2.116854 -1.167224 -0.382729
C6 1.421334 -1.671082 0.566154
C7 2.202593 -2.374700 -0.178861
C8 1.952090 -2.965120 -1.458643
C9 0.627047 -2.998018 -1.891168
N1 -1.011967 -0.748661 0.348495
H1 1.629955 -0.972203 1.419103
H2 3.210095 -2.504459 0.202801
H3 -0.959084 -0.130250 1.139615
H4 2.814478 -3.200237 -2.010598
H5 -3.048502 -0.515355 -0.325344
H6 0.312361 -3.443369 -2.870178
H7 -2.699624 -4.003609 -1.216221
H8 -2.489172 -3.203447 -2.949630
H9 -3.734236 -2.557095 -1.833412
C10 -1.512882 4.121016 0.419237
C11 0.616104 1.473812 2.265830
C12 1.784403 1.616402 1.410625
C13 -0.506700 2.216653 1.842138
C14 -0.444965 3.143135 0.775062
C15 1.796329 2.398066 0.286079
C16 0.693737 3.105111 -0.066654
O1 2.679269 0.699176 1.729528
H10 0.722166 0.855400 3.167267
H11 -1.357049 1.933091 2.364993
H12 2.746839 2.419814 -0.153838
H13 3.619544 0.744499 1.579403
H14 -0.985443 4.903937 -0.151024
H15 -1.922454 4.514722 1.310016
H16 0.709555 3.652930 -1.057966
H17 -2.246720 3.687661 -0.073962

Forces on atoms 1 to 2 (eV/Å):
-1.202 -1.677 0.818
-1.118 -0.060 -1.768